{
  "formula": "C55H111F2N12O9S2",
  "method": "ωB97M-V/def2-TZVPD",
  "lumo_ha": [-0.270, -0.399],
  "e_homo_ha": [-0.5288, -0.5287],
  "largest_force_ev_per_a": 12.00,
  "homo_lumo_gap_ev": [7.03, 3.52],
  "spin_multiplicity": 2,
  "molar_mass_g_mol": 1186.70,
  "total_charge": 4,
  "s2": 0.75,
  "species": ["H", "H", "H", "H", "H", "H", "H", "C", "C", "C", "C", "H", "H", "C", "H", "C", "H", "C", "F", "H", "C", "C", "C", "H", "C", "H", "H", "C", "H", "C", "O", "H", "C", "H", "H", "N", "C", "N", "H", "H", "H", "H", "C", "H", "H", "C", "H", "C", "N", "C", "N", "H", "H", "C", "O", "H", "S", "C", "H", "H", "C", "C", "C", "H", "H", "H", "H", "N", "H", "N", "H", "H", "H", "O", "H", "H", "N", "H", "H", "C", "H", "C", "C", "O", "H", "S", "H", "N", "H", "H", "C", "C", "C", "H", "H", "C", "O", "N", "O", "O", "H", "H", "H", "C", "H", "H", "H", "H", "C", "N", "H", "H", "H", "H", "H", "H", "C", "H", "H", "C", "H", "C", "H", "H", "C", "H", "F", "H", "C", "C", "H", "H", "H", "H", "H", "C", "H", "H", "H", "H", "H", "C", "C", "H", "C", "H", "H", "C", "H", "N", "C", "O", "H", "H", "C", "H", "H", "H", "H", "H", "H", "N", "H", "H", "C", "C", "H", "H", "H", "H", "C", "H", "H", "H", "H", "H", "H", "C", "H", "H", "C", "C", "H", "C", "C", "O", "H", "H", "H", "H", "C"],
  "xyz": [[-3.48, 5.78, -6.80], [2.75, -0.68, -3.85], [2.46, -1.66, -1.40], [-6.49, 5.54, -4.59], [4.62, -1.93, 2.25], [1.27, 4.64, -0.31], [-4.29, -2.07, -3.61], [0.03, -4.24, -1.13], [1.63, -3.32, -5.16], [-3.93, 4.04, 3.46], [-3.55, 4.26, -4.58], [-1.09, -1.12, -1.40], [-1.29, -1.21, 7.49], [2.02, -0.16, -4.46], [-3.61, 2.14, -1.89], [3.67, -2.02, 4.11], [9.12, 1.52, -1.89], [-0.38, -2.30, -5.36], [-1.18, 5.97, -6.21], [-3.87, 4.07, 1.39], [8.78, 0.60, -2.37], [4.18, -2.97, -1.71], [-4.73, -4.01, 1.03], [2.53, -0.97, -6.31], [-0.19, 5.89, 2.28], [-3.96, 0.29, 2.33], [-1.51, -5.69, 1.39], [1.63, 0.78, 5.37], [-4.78, -3.35, -1.44], [1.49, 4.88, 0.73], [3.78, -3.33, -2.88], [-4.89, -0.84, -1.72], [5.34, 1.32, 0.46], [-3.73, -4.42, 0.89], [-2.82, 2.00, -3.57], [-4.02, 3.58, -3.47], [1.99, 1.95, 6.37], [0.40, -4.73, 1.25], [-0.54, -3.70, 2.95], [-3.42, -0.61, -3.68], [-5.14, -4.03, 2.04], [3.38, -2.03, 0.05], [-1.49, 5.52, 2.71], [-0.18, -6.00, -4.19], [4.64, -0.40, 3.09], [1.44, -5.45, 2.25], [4.11, 1.70, 5.91], [1.03, -5.92, 3.60], [-4.51, 5.09, -5.11], [7.95, -0.30, -1.52], [0.09, 0.73, 5.07], [7.63, -1.13, -2.15], [-0.96, -1.45, -5.69], [-5.37, 3.99, -3.27], [5.15, -3.51, -1.15], [0.38, -0.84, 7.16], [0.23, 5.70, -5.43], [-0.27, -0.56, 4.26], [6.91, -0.28, 1.00], [-0.17, -6.73, 0.92], [2.12, -6.76, 4.27], [0.85, 1.11, 0.44], [1.10, -4.35, -0.09], [1.76, -5.18, -0.36], [8.58, -0.81, -0.79], [0.86, 1.92, -0.29], [6.06, 1.19, -2.79], [0.15, 4.93, 1.34], [-2.49, -1.99, -3.22], [-4.70, -2.53, 0.53], [-1.72, -1.74, 5.14], [-6.57, -2.42, 1.41], [-1.57, -4.02, -4.82], [0.89, 4.84, -6.40], [3.83, 3.16, 6.69], [-5.45, -4.56, 0.43], [1.01, -2.09, -5.47], [-4.51, 3.18, 3.79], [-0.46, -3.27, -1.00], [1.62, -0.81, -5.73], [1.78, -7.11, 5.24], [6.37, 0.36, 0.32], [3.95, 2.55, -1.14], [4.44, -1.80, 5.10], [2.98, -6.09, 4.31], [0.52, 4.11, -3.75], [0.25, 2.02, 3.43], [6.76, 0.33, -0.98], [-1.95, -5.33, -0.82], [-0.61, 1.30, 7.17], [4.04, -1.28, 2.90], [-3.74, -1.70, 1.49], [-0.77, 0.62, 6.34], [1.51, 2.85, 5.98], [1.16, 0.00, -3.82], [-3.19, 2.63, -2.77], [0.35, 2.74, -4.30], [-0.56, 5.02, -4.05], [1.88, 4.54, -3.44], [2.69, -2.79, 4.13], [-1.38, 1.92, 4.02], [9.72, 0.15, -2.66], [3.43, 2.94, -0.27], [-0.40, 0.31, 0.21], [0.46, -4.36, -2.13], [2.05, 0.91, 4.38], [3.54, 1.62, 7.62], [2.32, 0.82, -4.85], [-4.29, 6.11, -6.15], [-1.97, 4.45, 1.99], [-2.14, 5.95, 3.46], [-1.02, -3.15, 1.31], [-0.24, 2.83, 4.98], [1.09, -6.09, -5.46], [2.04, 5.81, 0.84], [-3.30, -0.53, -1.25], [-6.06, -1.87, 0.62], [2.15, -4.65, 2.47], [1.81, -3.53, -0.02], [-3.90, -1.31, -1.70], [0.64, -2.75, 1.97], [-4.14, -2.62, -0.94], [2.69, -3.47, -5.03], [-5.22, 6.21, -6.71], [-0.61, -3.56, -5.00], [-4.61, 4.86, 3.27], [0.10, 3.79, -2.23], [-0.93, 0.55, -1.90], [-0.99, 4.17, 1.04], [3.47, -1.83, -1.02], [3.21, -0.77, 2.41], [-1.15, -0.42, 3.63], [-1.78, 0.92, 6.04], [1.95, -0.11, 5.91], [-2.24, 3.06, -2.43], [-0.67, -1.54, 5.37], [1.55, -5.77, -3.84], [-3.20, -3.16, -0.90], [-5.99, 3.66, -2.45], [-0.64, -6.35, -1.24], [-0.92, 3.35, 0.34], [-0.55, -0.20, -1.20], [-4.13, 7.49, -5.48], [0.97, -0.25, -6.40], [-3.47, -1.54, -3.12], [-6.62, -2.05, -0.30], [-2.56, 4.18, -4.99], [-0.19, -3.46, 1.95], [4.13, 3.23, -1.97], [0.61, -4.18, -4.88], [3.46, 2.14, 6.66], [-1.53, 0.98, 0.63], [3.95, -0.88, -1.28], [-4.93, -0.95, 3.06], [5.99, 1.12, -1.71], [1.86, -6.21, 1.59], [-5.54, 0.27, 0.36], [0.38, -0.63, -1.59], [0.45, 6.74, 2.46], [0.08, -6.46, 3.51], [0.95, 1.57, 1.42], [5.05, 1.70, -0.85], [-5.10, 7.96, -5.26], [-3.08, 2.63, 2.06], [-3.20, 3.71, 2.16], [-5.61, 5.00, -4.27], [8.19, 1.01, -3.19], [1.73, 0.48, 0.28], [-3.22, -2.33, 2.20], [4.78, 1.64, 1.33], [-5.76, -0.50, 1.10], [-0.21, -0.55, 0.85], [-3.57, 7.51, -4.54], [3.20, 1.82, -1.47], [2.41, -7.64, 3.70], [-6.66, 0.01, 1.46], [0.62, -0.89, 3.73], [-0.87, -5.42, -0.73], [2.13, 4.05, 1.03], [-0.22, -2.53, 5.49], [-0.34, 1.95, 4.35], [0.76, -5.57, -4.56], [0.73, -5.02, 4.14], [-0.64, -5.76, 0.75], [-4.55, -0.60, 2.11], [0.67, 7.09, -5.17], [-3.32, 4.26, 4.34], [-3.00, -1.23, 0.84], [-3.66, 8.06, -6.28], [1.59, 1.70, 7.35], [-0.61, -0.83, 6.73]],
  "mulliken_spin": [0.000, 0.000, 0.000, 0.000, -0.003, 0.000, 0.000, 0.001, 0.000, 0.000, 0.000, 0.000, 0.000, 0.000, 0.000, 0.027, 0.000, 0.000, 0.000, 0.000, 0.000, 0.001, 0.001, 0.000, 0.000, -0.001, 0.000, -0.006, 0.000, 0.000, 0.000, 0.000, 0.001, 0.000, 0.000, 0.000, 0.000, -0.002, -0.001, 0.000, 0.000, 0.000, 0.000, 0.000, 0.021, 0.001, 0.000, 0.000, 0.000, 0.000, 0.003, 0.000, 0.000, 0.000, 0.000, 0.000, 0.000, 0.003, 0.000, 0.000, 0.000, -0.002, 0.002, 0.000, 0.000, 0.001, 0.000, 0.000, 0.000, 0.000, 0.000, 0.000, 0.000, 0.000, 0.000, 0.000, 0.000, 0.000, -0.001, 0.000, 0.000, 0.000, 0.000, 0.903, 0.000, 0.000, 0.000, 0.000, 0.000, 0.000, -0.025, 0.000, 0.000, 0.000, 0.000, 0.000, 0.000, 0.000, 0.000, 0.062, 0.000, 0.000, 0.000, 0.002, 0.000, 0.002, 0.000, 0.000, 0.000, 0.000, 0.000, 0.000, 0.000, 0.000, 0.000, 0.000, 0.000, -0.002, -0.002, 0.000, -0.006, 0.000, 0.000, 0.000, 0.000, 0.000, 0.000, 0.001, -0.001, 0.002, 0.018, -0.002, 0.000, 0.000, 0.000, 0.000, 0.000, 0.000, 0.000, 0.000, 0.001, -0.001, 0.000, 0.000, 0.000, 0.000, 0.000, 0.007, 0.000, 0.000, -0.001, -0.001, 0.000, 0.000, 0.000, 0.000, 0.000, -0.001, 0.000, 0.000, -0.002, 0.000, 0.000, 0.000, 0.000, 0.000, 0.000, 0.001, 0.000, 0.000, 0.000, -0.001, 0.000, 0.000, 0.000, 0.000, -0.002, 0.000, 0.000, -0.001, 0.000, 0.000, 0.000, 0.000, 0.001, 0.000, 0.000, -0.001, 0.000, 0.000, 0.001]
}